(1)
C44H36CuF9N11P | ωB97M-V with the def2-TZVPD basis set

CARTESIAN COORDINATES (ANGSTROEM)
Cu: -0.52329 -1.34315 -0.28443
N: 7.29935 -0.77034 6.17484
C: 6.45670 -0.75083 5.35476
C: 5.39992 -0.76895 4.39814
C: 5.16068 0.36798 3.58909
C: 4.13489 0.33047 2.65382
C: 3.32215 -0.82279 2.58904
C: 3.56791 -1.96557 3.38786
C: 4.61812 -1.94078 4.29019
C: 2.15207 -0.83800 1.69180
C: 2.30934 -0.78180 0.28398
C: 3.59330 -0.77841 -0.38365
C: 3.33903 -0.80939 -1.74894
C: 1.93997 -0.79974 -1.88497
N: 1.29185 -0.78891 -0.67898
C: 0.86709 -1.00513 2.28817
C: 0.62256 -0.89332 3.70573
C: -0.73172 -1.12990 3.90312
C: -1.27658 -1.36835 2.62270
N: -0.32719 -1.31235 1.64591
H: 5.80048 1.22166 3.72766
H: 3.93260 1.17165 1.99130
H: 2.92452 -2.83970 3.31333
H: 4.84625 -2.77954 4.94231
H: 4.54632 -0.75617 0.10837
H: 4.04377 -0.84521 -2.57398
H: 1.39064 -0.84013 -2.81488
H: 1.37057 -0.71027 4.45026
H: -1.28604 -1.10441 4.83533
H: -2.31175 -1.56565 2.39275
F: -0.11486 8.43454 0.63558
C: 0.93810 7.90912 -0.11854
F: 2.13093 8.16027 0.58310
F: 0.99131 8.61653 -1.32198
C: 0.75844 6.41972 -0.35791
C: -0.34887 5.99109 -1.12775
C: -0.58160 4.62756 -1.31173
C: 0.27176 3.68815 -0.72449
C: 1.36349 4.11627 0.04468
C: 1.61209 5.46892 0.21866
P: -0.00181 1.94429 -0.84724
C: -1.57740 1.86502 -0.00676
C: -2.80034 2.13832 -0.63795
C: -3.97394 2.21366 0.11761
C: -3.94710 2.00434 1.49576
C: -2.71683 1.73214 2.14319
C: -1.56109 1.68845 1.39614
C: -5.24614 2.05953 2.27742
F: -5.03821 2.43972 3.59257
F: -6.13424 2.97105 1.68795
F: -5.88041 0.80285 2.31564
C: -0.37938 1.75132 -2.59334
C: 0.19790 2.57348 -3.57767
C: -0.02827 2.31629 -4.92971
C: -0.84397 1.23165 -5.32588
C: -1.43515 0.40754 -4.35599
C: -1.16932 0.65732 -3.01765
C: -1.02558 0.91849 -6.79104
F: -1.13011 2.07094 -7.56602
F: 0.02784 0.15438 -7.30870
F: -2.19106 0.17818 -6.99008
H: -1.02455 6.70698 -1.57828
H: -1.41331 4.32230 -1.94439
H: 2.03628 3.39320 0.48799
H: 2.48003 5.78583 0.77110
H: -2.84847 2.34119 -1.70762
H: -4.89491 2.49136 -0.38486
H: -2.68181 1.53817 3.20916
H: -0.61046 1.52197 1.87914
H: 0.83420 3.40922 -3.30174
H: 0.42796 2.97553 -5.66247
H: -2.04826 -0.43636 -4.65365
H: -1.55627 -0.04911 -2.28980
C: 3.17264 -5.50250 0.73124
C: 1.82990 -6.09031 1.25501
C: 1.20057 -5.29391 2.43532
C: 0.80363 -6.43864 0.16749
N: 0.36129 -5.25855 -0.57638
C: 0.61027 -3.91840 -0.53029
N: -0.08318 -3.26978 -1.44016
N: -0.87030 -4.30565 -2.09778
N: -0.58117 -5.43840 -1.58032
H: 3.93642 -5.61734 1.50710
H: 3.11991 -4.43163 0.48916
H: 3.53311 -6.02866 -0.15656
H: 2.07636 -7.08946 1.64456
H: 0.85758 -4.28963 2.14178
H: 1.95925 -5.16811 3.21153
H: 0.34943 -5.83336 2.86829
H: -0.08526 -6.91731 0.60792
H: 1.21643 -7.15025 -0.57744
H: 1.32534 -3.46650 0.12391
N: -5.12872 0.01554 -2.86420
C: -5.47232 -0.20878 -1.56808
N: -6.69172 0.15885 -1.15346
N: -4.66892 -0.75142 -0.64654
C: -3.45501 -1.11236 -0.86559
N: -2.31164 -1.45902 -0.83597
H: -5.79822 0.32143 -3.54951
H: -4.26553 -0.36624 -3.22116
H: -7.39670 0.57745 -1.74025
H: -6.88350 -0.00143 -0.17270

Forces on atoms 1 to 6 (eV/Å):
Cu -0.080 0.052 -0.357
N -2.127 0.088 -2.165
C 2.397 -0.039 2.461
C -0.683 0.041 -0.703
C -0.019 -1.101 0.331
C -0.189 -0.774 0.358

Output
Net charge: 0
Lowest unoccupied orbital energy: -0.776 eV
Strongest force on any atom: 4.62 eV/A

=====

(2)
C44H37N4OPS2Se2Tl | ωB97M-V with the def2-TZVPD basis set

CARTESIAN COORDINATES (ANGSTROEM)
Tl: -0.07357 0.24237 -0.16987
C: 4.33532 1.57726 0.41981
C: 2.83049 1.54639 0.35323
N: 2.25469 0.44006 -0.04030
N: 3.12218 -0.65095 -0.03527
C: 2.84256 -1.67459 -0.73351
S: 1.47570 -1.64860 -1.86889
S: 3.93274 -3.06921 -0.61608
C: 5.27991 -2.40298 -1.66863
C: 4.77513 -1.87780 -2.98072
C: 4.27350 -2.74340 -3.94969
C: 3.72263 -2.24447 -5.11827
C: 3.66718 -0.87141 -5.33355
C: 4.18115 -0.00522 -4.38230
C: 4.73302 -0.50879 -3.21070
C: 2.10029 2.75020 0.74416
C: 2.75591 3.62580 1.64426
C: 2.20912 4.81680 2.04210
C: 0.98619 5.21688 1.48671
C: 0.31813 4.39614 0.61803
C: 0.81470 3.12047 0.26681
O: 0.07039 2.37322 -0.50588
H: 4.74946 1.05303 -0.43737
H: 4.70629 2.59560 0.42514
H: 4.68426 1.04692 1.30741
H: 5.79965 -1.62971 -1.10566
H: 5.95364 -3.25066 -1.79752
H: 4.30346 -3.81317 -3.77614
H: 3.33827 -2.92560 -5.86656
H: 3.23668 -0.48315 -6.24729
H: 4.16012 1.06394 -4.55154
H: 5.13515 0.17055 -2.46703
H: 3.71275 3.33785 2.05744
H: 2.72707 5.44741 2.75077
H: 0.56166 6.17697 1.75265
H: -0.63511 4.68032 0.19080
Se: -2.18528 -0.74895 -1.18924
Se: 0.94822 -3.69838 -2.30417
C: -0.26309 -4.11247 -0.86281
C: -1.11973 -5.17917 -1.11614
C: -1.99338 -5.55969 -0.11628
C: -1.98234 -4.85691 1.08059
C: -1.09082 -3.81014 1.22091
N: -0.22907 -3.43436 0.26764
C: -1.60507 0.04088 -2.83612
C: -2.39706 -0.00046 -3.97889
C: -1.91141 0.60837 -5.12177
C: -0.66972 1.23281 -5.09180
C: 0.04377 1.21531 -3.90929
N: -0.41337 0.62535 -2.80449
H: -1.10666 -5.68518 -2.07289
H: -2.67748 -6.38335 -0.27191
H: -2.65078 -5.11008 1.89116
H: -1.06168 -3.24398 2.14394
H: -3.36280 -0.48548 -3.96802
H: -2.50027 0.60150 -6.02960
H: -0.26546 1.72456 -5.96495
H: 1.01751 1.68351 -3.82847
C: -1.08034 4.04656 5.01512
C: -1.44841 3.93833 3.68306
C: -1.06495 2.82625 2.94893
C: -0.31422 1.81909 3.54882
C: 0.04483 1.92360 4.89190
C: -0.33593 3.04005 5.61796
P: -0.00549 0.32981 2.57202
C: -1.29529 -0.81327 3.14518
C: -2.51098 -0.82482 2.46741
C: -3.54774 -1.63885 2.90184
C: -3.37043 -2.44648 4.01493
C: -2.16190 -2.43120 4.70231
C: -1.12793 -1.61369 4.27445
C: 1.57724 -0.38728 3.07283
C: 2.63255 0.41252 3.50732
C: 3.85982 -0.16246 3.80657
C: 4.04615 -1.52966 3.66151
C: 3.00621 -2.32491 3.20215
C: 1.77981 -1.75656 2.90052
H: -1.37517 4.91551 5.58834
H: -2.02763 4.72085 3.21132
H: -1.33977 2.74982 1.90250
H: 0.60552 1.13584 5.37734
H: -0.05563 3.12151 6.65973
H: -2.66455 -0.18860 1.60281
H: -4.48937 -1.64056 2.36899
H: -4.17593 -3.08450 4.35428
H: -2.02732 -3.05420 5.57669
H: -0.18800 -1.60740 4.81288
H: 2.50021 1.48154 3.61233
H: 4.67107 0.46190 4.15927
H: 5.00395 -1.97412 3.89764
H: 3.15150 -3.38833 3.06656
H: 0.98362 -2.38383 2.51740

Forces on atoms 1 to 6 (eV/Å):
Tl -0.007 0.295 0.133
C -0.017 0.013 -0.006
C -0.048 -0.062 -0.012
N 0.087 -0.007 0.059
N -0.016 0.028 0.048
C -0.049 -0.092 0.007

Output
Net charge: +1
Energy relative to the best compared isomer or geometry (same formula, charge and spin): 1.3 kcal per mole
Lowest unoccupied orbital energy: -3.064 eV
Strongest force on any atom: 0.32 eV/A

=====

(3)
C44H38BrF5ILaN9O7S2 | ωB97M-V with the def2-TZVPD basis set

CARTESIAN COORDINATES (ANGSTROEM)
La: -13.29572 18.87194 12.89277
N: -16.63342 19.54881 16.12533
C: -15.68929 18.99698 15.29593
O: -14.85836 19.71844 14.74044
C: -15.78879 17.48385 14.96941
C: -15.09201 17.04569 13.65854
H: -16.90012 20.47766 15.82978
H: -17.39199 19.01455 16.45690
H: -16.88243 17.31486 14.95029
H: -15.21606 16.93452 15.79377
H: -15.82647 17.20826 12.91596
H: -14.87237 16.02766 13.67533
N: -11.80049 20.71883 11.26031
C: -11.11548 21.90808 11.82739
C: -10.41414 21.72386 13.16771
C: -11.38880 22.00354 14.28786
N: -12.64500 21.20079 14.25337
H: -11.18560 19.95388 11.00704
H: -12.32256 21.01288 10.47303
H: -11.82726 22.76227 12.01558
H: -10.41869 22.35415 11.11865
H: -9.61137 22.42773 13.16415
H: -10.00149 20.73964 13.28823
H: -11.54908 23.09937 14.37872
H: -10.82863 21.71529 15.17613
H: -13.36396 21.68484 13.75736
H: -13.03895 21.14037 15.18440
N: -13.09303 8.81660 9.14139
C: -13.25503 9.94723 8.92547
C: -13.54513 11.33617 8.94835
C: -14.41346 11.86143 9.91571
C: -14.57638 13.21832 10.11149
C: -13.92043 14.06945 9.24857
C: -13.06979 13.64340 8.23271
C: -12.80967 12.22600 8.11251
N: -14.01752 15.49247 9.49930
C: -14.21700 16.55180 8.57475
C: -14.20771 17.65416 9.37411
N: -13.97521 17.37043 10.68284
C: -13.84794 16.03665 10.72439
H: -14.96252 11.13296 10.59678
H: -15.26098 13.63424 10.83876
H: -12.61779 14.27803 7.52538
H: -12.18810 11.89946 7.24307
H: -14.57662 16.37806 7.57440
H: -14.31078 18.69548 8.98170
H: -13.56542 15.51263 11.63344
O: -9.58603 11.52524 10.75931
C: -9.96690 12.49147 9.89173
O: -10.00538 12.28453 8.69252
C: -10.11485 13.82983 10.58222
C: -10.47935 14.96443 9.78208
C: -10.64913 16.23501 10.36367
C: -10.32253 16.45968 11.72390
S: -10.34618 18.07316 12.45010
C: -9.94877 15.31537 12.47717
C: -9.86384 14.03634 11.95623
H: -9.77170 11.73805 11.64232
H: -10.60225 14.88032 8.68241
H: -10.97082 17.10763 9.76480
H: -9.68654 15.46551 13.51942
H: -9.58490 13.24923 12.57048
F: -18.06176 24.67541 11.64391
C: -17.29298 23.59022 11.72350
C: -16.10479 23.52173 10.96234
F: -15.70356 24.62330 10.32513
C: -15.27237 22.38624 10.97273
F: -14.14304 22.32143 10.16245
C: -15.59831 21.21607 11.73002
O: -14.87065 20.15413 11.68711
C: -16.76586 21.32570 12.48416
F: -17.04540 20.28522 13.26727
C: -17.54947 22.47413 12.52080
F: -18.64704 22.54350 13.31227
Br: -12.68518 27.14863 14.75799
C: -14.28544 27.32991 13.80320
C: -14.41596 28.34169 12.83967
C: -15.52860 28.41352 12.03384
C: -16.53691 27.50949 12.17999
C: -16.40904 26.47277 13.09731
C: -15.29429 26.44736 13.94465
I: -15.24676 24.86879 15.34185
H: -13.56911 28.94267 12.56857
H: -15.50197 29.22940 11.34488
H: -17.40947 27.55687 11.56299
H: -17.17669 25.78740 13.35449
O: -9.90268 11.51839 20.79723
S: -10.58896 12.19029 19.72800
O: -9.96882 11.89009 18.44938
O: -12.01908 12.23948 19.81327
C: -10.26307 13.97718 19.86242
N: -9.57658 14.53075 20.92618
C: -9.51187 15.86433 20.94409
C: -9.92192 16.68040 19.92220
C: -10.54778 16.00032 18.84561
N: -10.79483 14.68741 18.88997
C: -11.04187 16.63153 17.55001
C: -11.88846 15.93410 16.64905
C: -12.41574 16.52013 15.49814
N: -12.15502 17.79980 15.18324
C: -11.30286 18.44077 16.00005
C: -10.72412 17.89958 17.15841
H: -9.14221 16.20257 21.88022
H: -9.96191 17.75772 19.98127
H: -12.11390 14.91020 16.82720
H: -13.05085 15.92757 14.87978
H: -11.13833 19.53028 15.78872
H: -10.13129 18.54010 17.79839

Forces on atoms 1 to 6 (eV/Å):
La 0.289 -0.473 0.083
N 1.158 0.752 -0.913
C -0.518 -1.170 -0.567
O 0.072 0.169 0.408
C 1.127 -0.057 0.885
C 0.108 2.674 1.030

Output
Net charge: -1
Energy relative to the best compared isomer or geometry (same formula, charge and spin): 43.1 kcal per mole
Lowest unoccupied orbital energy: 1.132 eV
Strongest force on any atom: 3.54 eV/A

=====

no.,electronic energy (Ha)
1,-5181.26928
2,-8106.03996
3,-6918.14965